[1]
DFT (ωB97M-V/def2-TZVPD) results for one molecule with the formula C3H6N4O in a non-equilibrium geometry.

CARTESIAN COORDINATES (ANGSTROEM)
1 C -0.655715 -0.118590 0.023717
2 C -0.304183 1.409743 0.160671
3 C 0.984382 1.158260 -0.141000
4 H -3.444333 -0.713782 -0.931222
5 H -3.538855 0.119817 0.914696
6 H -1.272882 2.062667 0.586209
7 H 1.873698 1.895607 -0.264189
8 H 2.941233 -0.316006 1.158852
9 H 2.798324 -1.629485 -0.040027
10 N -2.956581 0.040179 -0.151476
11 N -1.747991 -0.896626 0.202742
12 N 1.462368 -0.049068 -0.423348
13 N 2.813023 -0.454993 0.148572
14 O 0.437522 -0.823968 -0.015010

Force components x, y, z for each atom (eV/Å):
C -5.431 -0.411 2.411
C -2.781 -3.863 0.117
C 3.632 7.782 0.072
H 0.938 2.889 3.473
H 1.534 -0.904 -4.410
H 3.644 -1.299 -1.740
H -1.876 -0.762 0.484
H -0.978 0.003 -0.180
H 0.069 4.512 0.724
N -1.272 -3.193 1.794
N 1.107 4.131 -1.674
N 2.712 -1.286 0.674
N -1.761 -3.529 -1.947
O 0.462 -4.070 0.202

E_LUMO in eV: 0.52
HOMO energy in hartree: -0.3039
HOMO-LUMO gap in eV: 8.79
SMILES string: N/N=c1\ccn(N)o1

[2]
DFT (ωB97M-V/def2-TZVPD) results for one molecule with the formula C7H10N2O3 in a non-equilibrium geometry.

CARTESIAN COORDINATES (ANGSTROEM)
1 C -0.600466 -2.911694 -0.213382
2 C -0.869736 -1.599799 0.340855
3 C 0.006438 -0.743749 -0.320865
4 C 0.911712 0.986522 1.250621
5 C -0.777879 1.643789 -0.593016
6 C 1.632337 1.085428 -1.040598
7 C 0.415110 0.709037 -0.175694
8 N 0.393065 -2.780825 -1.068237
9 N -1.864476 -1.282618 1.216141
10 O -2.593933 -2.212478 1.549092
11 O -1.979135 -0.116784 1.590740
12 O 0.701850 -1.485032 -1.149369
13 H -1.129427 -3.747701 0.063518
14 H 1.193522 1.941282 1.415534
15 H 0.216672 0.720702 1.914219
16 H 1.801344 0.536629 1.373490
17 H -0.535904 2.720843 -0.473579
18 H -1.033603 1.586355 -1.693656
19 H -1.710446 1.305301 -0.280215
20 H 1.736765 2.108604 -1.037764
21 H 2.678409 0.800172 -0.630222
22 H 1.407781 0.736016 -2.037613

Force components x, y, z for each atom (eV/Å):
C 1.527 3.130 -0.365
C -2.316 -2.106 1.267
C 1.605 3.954 -0.333
C -1.413 -0.604 -2.789
C 1.244 0.297 -2.536
C 0.821 -2.524 0.324
C 0.242 0.786 -0.035
N -1.869 -2.378 0.829
N 1.624 -0.535 -1.288
O -1.686 -2.115 0.815
O -0.070 2.047 0.586
O 2.331 0.837 -1.781
H -0.661 -2.041 0.254
H 0.242 3.698 0.045
H -2.520 -1.088 2.909
H 2.936 -2.459 0.654
H -0.307 -0.764 0.598
H 1.123 -0.188 0.528
H -1.406 -0.036 1.812
H -0.289 2.546 -0.202
H -1.879 -0.457 -0.790
H 0.722 -0.001 -0.502

2S+1: 3
E_LUMO (spin up / spin down) in eV: -0.07 / -4.27
HOMO energy (spin up / spin down) in hartree: -0.2408 / -0.3630
HOMO-LUMO gap (spin up / spin down) in eV: 6.48 / 5.61

[3]
DFT (ωB97M-V/def2-TZVPD) results for a 5-piece molecular cluster, C30H67NO4 overall in a non-equilibrium geometry.

CARTESIAN COORDINATES (ANGSTROEM)
1 C -4.259719 1.902187 -5.959456
2 C -4.591865 0.744898 -5.086126
3 N -5.785525 0.314996 -5.028211
4 C -3.460086 0.140755 -4.295759
5 C -2.964364 1.087682 -3.200304
6 C -3.297591 0.630654 -1.783609
7 O -3.851421 1.648717 -1.001536
8 O -5.231226 1.787727 -1.318976
9 O -1.535789 1.272644 -3.271689
10 C -1.223597 2.255751 -4.157964
11 O -0.439002 2.108976 -5.082877
12 H -3.425127 1.639002 -6.597555
13 H -5.103523 2.142999 -6.585305
14 H -4.002241 2.786823 -5.392161
15 H -5.847291 -0.489363 -4.409339
16 H -2.628936 -0.051177 -4.967461
17 H -3.744939 -0.817433 -3.887307
18 H -3.433083 2.059583 -3.350288
19 H -2.367608 0.361699 -1.298944
20 H -3.929236 -0.250383 -1.791160
21 H -5.308828 2.024290 -2.255694
22 H -1.675670 3.233813 -3.948649
23 C 1.927066 0.237064 -3.138191
24 C 1.667708 0.985925 -1.832273
25 C 2.070328 2.458092 -1.882324
26 C 3.563970 2.688011 -2.104805
27 C 4.449102 2.033145 -1.046464
28 C 4.213957 2.571115 0.362769
29 H 2.988816 0.212085 -3.389959
30 H 1.585902 -0.796441 -3.058969
31 H 1.390991 0.702950 -3.966597
32 H 2.184573 0.481592 -1.011528
33 H 0.600536 0.925719 -1.603349
34 H 1.761590 2.946050 -0.953097
35 H 1.510635 2.954816 -2.682194
36 H 3.760570 3.764626 -2.119439
37 H 3.849201 2.317893 -3.093179
38 H 5.495199 2.199163 -1.316878
39 H 4.300354 0.949597 -1.049177
40 H 4.383402 3.648924 0.401728
41 H 4.894182 2.099987 1.074178
42 H 3.196209 2.374726 0.705444
43 C 4.502269 -2.950237 -0.245281
44 C 5.648330 -1.947690 -0.138706
45 C 6.477789 -1.830115 -1.415400
46 C 7.189525 -3.114706 -1.841112
47 C 8.131580 -3.704255 -0.793044
48 C 9.284184 -2.775712 -0.420497
49 H 4.866260 -3.964113 -0.417585
50 H 3.915279 -2.965479 0.674829
51 H 3.830834 -2.686792 -1.065663
52 H 6.288570 -2.212250 0.707271
53 H 5.230735 -0.963333 0.091919
54 H 7.212452 -1.030059 -1.287512
55 H 5.825110 -1.508011 -2.233364
56 H 7.757787 -2.909313 -2.753560
57 H 6.447488 -3.869985 -2.114665
58 H 8.543032 -4.637284 -1.186246
59 H 7.572955 -3.973170 0.107478
60 H 9.873047 -2.514052 -1.301733
61 H 9.951039 -3.256169 0.296497
62 H 8.926659 -1.851057 0.034677
63 C -6.695043 -0.165071 0.822170
64 C -6.834294 1.212651 1.461227
65 C -6.531675 1.218609 2.958951
66 C -7.456563 0.347792 3.810821
67 C -8.942090 0.683762 3.694575
68 C -9.282651 2.099799 4.150744
69 H -7.405728 -0.876019 1.248219
70 H -6.882758 -0.112478 -0.249703
71 H -5.686641 -0.560200 0.967291
72 H -7.840601 1.601039 1.278295
73 H -6.148718 1.899840 0.968111
74 H -6.565038 2.249755 3.321963
75 H -5.501576 0.881383 3.112323
76 H -7.153307 0.440344 4.858623
77 H -7.310754 -0.704034 3.549121
78 H -9.505105 -0.028071 4.303848
79 H -9.281444 0.539718 2.665402
80 H -8.975689 2.259082 5.186296
81 H -10.357132 2.277693 4.089497
82 H -8.790968 2.851759 3.532218
83 C 1.756907 -2.320367 6.002145
84 C 1.155048 -2.533862 4.616090
85 C 2.155202 -2.330023 3.479828
86 C 2.746160 -0.922794 3.387153
87 C 1.719385 0.198054 3.232471
88 C 0.888537 0.081874 1.958029
89 H 2.109544 -1.296821 6.136221
90 H 1.016820 -2.515604 6.779105
91 H 2.600634 -2.993310 6.167358
92 H 0.295788 -1.870645 4.484743
93 H 0.764462 -3.552724 4.553304
94 H 1.672021 -2.586271 2.532501
95 H 2.977104 -3.043277 3.598599
96 H 3.434005 -0.892453 2.535231
97 H 3.357297 -0.723530 4.271849
98 H 2.253189 1.151986 3.220180
99 H 1.056899 0.230381 4.101551
100 H 1.533876 0.075093 1.077807
101 H 0.206293 0.928630 1.865390
102 H 0.286050 -0.827792 1.946816

Force components x, y, z for each atom (eV/Å):
C -0.092 -0.081 -0.287
C -0.439 -0.487 0.420
N 0.012 0.209 -0.166
C 0.447 0.182 -0.319
C -0.137 -0.133 0.368
C 0.173 -0.249 -0.242
O -0.008 0.461 0.010
O -0.460 -0.327 0.228
O -0.166 0.318 -0.717
C 2.091 -0.315 -1.753
O -1.541 0.144 1.985
H 0.331 0.085 -0.125
H -0.316 0.076 -0.128
H 0.207 0.243 0.178
H -0.048 -0.099 0.112
H 0.208 -0.008 -0.178
H -0.174 -0.273 0.190
H -0.044 0.286 0.065
H 0.256 -0.001 0.233
H -0.365 -0.096 0.077
H 0.405 0.191 -0.117
H -0.312 -0.070 0.088
C -0.013 -0.020 0.104
C -0.091 -0.038 -0.144
C -0.052 0.024 0.023
C -0.001 -0.020 -0.006
C 0.095 0.107 0.048
C 0.027 -0.123 -0.029
H 0.008 0.009 0.007
H 0.002 -0.018 -0.029
H 0.037 -0.004 -0.008
H -0.004 0.023 0.000
H -0.001 -0.013 0.045
H -0.001 -0.004 -0.002
H 0.020 -0.023 -0.024
H 0.003 0.003 0.021
H -0.005 -0.007 0.009
H 0.013 -0.045 -0.006
H 0.028 0.005 -0.052
H -0.033 0.019 0.006
H -0.001 0.017 0.024
H -0.004 0.015 0.009
C 0.048 0.041 0.094
C -0.134 0.006 -0.040
C 0.037 0.048 0.004
C -0.050 -0.033 0.000
C 0.090 0.047 -0.059
C -0.056 -0.083 0.065
H -0.009 -0.009 -0.020
H -0.026 -0.011 -0.006
H 0.004 -0.017 -0.027
H 0.023 0.014 -0.004
H 0.031 0.014 0.039
H 0.005 -0.005 -0.007
H -0.019 0.009 0.008
H 0.017 -0.007 0.000
H -0.009 0.010 -0.003
H -0.015 -0.025 0.024
H -0.020 -0.011 -0.007
H -0.005 0.033 -0.011
H 0.025 0.018 -0.004
H 0.006 0.018 -0.013
C -0.125 0.055 0.009
C 0.062 -0.073 0.072
C -0.032 0.039 0.022
C 0.019 -0.043 -0.029
C 0.006 0.051 0.103
C -0.055 -0.067 -0.081
H 0.040 -0.035 0.002
H 0.019 -0.013 -0.024
H -0.003 -0.018 0.024
H -0.003 0.002 0.018
H 0.005 0.046 -0.036
H -0.002 -0.006 0.011
H 0.011 0.003 -0.016
H -0.016 0.001 0.009
H 0.011 0.003 -0.002
H -0.019 -0.017 -0.027
H 0.011 -0.018 -0.010
H 0.028 0.021 0.002
H 0.000 0.024 0.019
H 0.015 0.012 0.013
C -0.101 0.012 -0.037
C 0.068 -0.045 0.058
C -0.019 -0.003 -0.054
C 0.027 0.009 0.051
C 0.039 -0.020 -0.113
C -0.025 0.095 0.111
H 0.019 0.000 0.002
H 0.018 -0.003 0.023
H 0.029 0.017 -0.001
H -0.004 0.003 -0.023
H -0.029 0.005 -0.008
H 0.007 0.009 -0.008
H -0.001 -0.015 0.011
H 0.002 0.022 -0.015
H 0.005 -0.016 -0.001
H -0.016 0.018 0.025
H 0.019 -0.012 0.023
H -0.012 -0.044 -0.015
H -0.012 -0.005 -0.043
H 0.013 -0.016 -0.016

E_LUMO in eV: 0.50
HOMO energy in hartree: -0.3840
HOMO-LUMO gap in eV: 10.95
SMILES string: [H]/N=C(/C)C[C@@H](COO)OC=O.CCCCCC.CCCCCC.CCCCCC.CCCCCC

What total energy values result from the calculations? In sequence: -411.881637; -607.625156; -1538.848194 Eh.
What ΔE to the lowest compared entry with this formula, charge and spin values result from the calculations? In sequence: 8.906; 4.552; 3.657 eV.